A 14-piece molecular cluster, H28O14 overall in a non-equilibrium geometry. Source: the OMol25 dataset; level of theory: ωB97M-V/def2-TZVPD.

```
42
Properties=species:S:1:pos:R:3:forces:R:3
O 2.256405 0.932881 -3.801190 -0.294 0.438 1.469
H 2.991405 1.520881 -3.940190 0.664 0.277 -0.846
H 2.114405 1.173881 -2.857190 -0.432 -0.757 -0.649
O -0.632595 2.778881 -1.259190 -2.025 -0.992 1.409
H -0.699595 1.945881 -0.703190 1.090 0.801 -1.106
H -1.608595 2.936881 -1.256190 1.040 0.546 -0.529
O -1.536595 -0.225119 -2.895190 -7.516 -3.740 -2.348
H -1.110595 0.057881 -3.612190 2.471 1.849 -4.703
H -1.029595 -0.066119 -2.232190 5.089 1.866 7.029
O 1.088405 -2.391119 -2.850190 -0.336 -3.300 2.412
H 0.123405 -2.171119 -2.905190 1.084 -0.463 0.249
H 1.187405 -3.282119 -2.215190 -0.815 3.633 -2.663
O 2.344405 -0.501119 -1.154190 -0.091 4.083 5.942
H 2.351405 -1.207119 -1.676190 0.024 -4.716 -3.914
H 2.310405 -0.854119 -0.179190 0.199 0.747 -1.668
O -0.216595 0.239881 -0.493190 -4.884 1.472 3.512
H 0.548405 -0.141119 -0.787190 3.927 -1.694 -0.749
H -0.397595 0.089881 0.494810 0.851 -0.092 -2.250
O 0.534405 2.410881 2.058810 2.407 -2.440 0.906
H 1.081405 2.143881 1.299810 0.846 -0.463 0.213
H 0.007405 2.992881 1.624810 -2.851 3.262 -1.552
O 2.808405 1.875881 0.296810 0.298 -0.951 -1.478
H 2.734405 2.733881 -0.209190 0.386 -1.910 0.279
H 3.050405 1.032881 -0.289190 -0.895 3.039 1.145
O 2.042405 -1.240119 1.553810 2.231 2.827 0.403
H 1.496405 -1.927119 1.313810 -2.324 -2.622 -0.459
H 1.566405 -0.666119 2.196810 0.234 -0.719 -0.267
O -3.619595 -1.223119 -0.749190 -1.167 -0.638 0.871
H -2.775595 -0.963119 -1.136190 -0.197 -0.778 -0.648
H -3.983595 -2.121119 -0.954190 1.269 1.392 -0.320
O -2.474595 -1.008119 1.836810 3.500 4.023 -0.393
H -3.136595 -1.023119 1.205810 -2.065 1.493 -3.594
H -2.805595 -1.740119 2.185810 -1.317 -5.477 4.023
O -0.406595 -2.888119 1.006810 -0.670 0.305 -0.347
H -0.955595 -2.138119 1.294810 0.318 0.253 0.514
H -0.994595 -3.170119 0.294810 0.422 -0.501 -0.209
O -2.120595 1.881881 3.165810 -0.786 1.762 0.255
H -1.498595 1.960881 2.463810 0.811 0.607 -0.919
H -1.999595 0.981881 3.334810 -0.216 -2.492 0.748
O 0.461405 0.043881 3.278810 0.215 -2.165 -2.555
H 0.293405 0.269881 4.128810 -1.143 -0.669 5.209
H 0.610405 0.941881 3.118810 0.652 2.905 -2.422
```
Positions in Å, forces in eV/Å.

Results
Charge = 0
Energy above the lowest of the compared OMol25 structures with the same formula, charge and spin = 92.8 kcal per mole
Lowest unoccupied orbital energy = -0.006 Ha
E = -29117.626 eV
Frontier orbital gap = 11.06 eV